No. 1
A structure of composition C37H29F10N5O6STi, computed with ωB97M-V/def2-TZVPD.

Positions of all 89 atoms, in Å:
Ti 0.097 -0.110 0.048
C 1.734 2.583 -0.866
N 0.879 2.108 0.233
C -0.310 2.971 0.357
C -1.342 2.461 -0.619
N -1.498 1.023 -0.401
C -2.832 0.604 -0.317
C -3.692 1.144 0.641
F -3.220 2.073 1.483
C -4.998 0.730 0.798
F -5.772 1.276 1.736
C -5.499 -0.278 -0.008
F -6.758 -0.691 0.132
C -4.678 -0.847 -0.963
F -5.147 -1.819 -1.749
C -3.377 -0.401 -1.115
F -2.624 -1.016 -2.036
C 1.662 2.079 1.484
C 0.896 1.323 2.550
N 0.379 0.078 1.977
C 0.015 -0.896 2.913
C 0.474 -2.210 2.824
F 1.328 -2.558 1.855
C 0.051 -3.207 3.687
F 0.504 -4.452 3.540
C -0.831 -2.908 4.708
F -1.233 -3.856 5.552
C -1.289 -1.608 4.844
F -2.154 -1.310 5.814
C -0.878 -0.635 3.955
F -1.416 0.584 4.073
H 2.093 3.595 -0.651
H 2.581 1.911 -0.975
H 1.175 2.596 -1.799
H -0.714 2.877 1.362
H -0.045 4.020 0.180
H -2.285 2.991 -0.480
H -1.014 2.678 -1.644
H 2.599 1.572 1.261
H 1.887 3.100 1.818
H 1.572 1.105 3.384
H 0.086 1.936 2.955
O -2.122 -1.406 1.658
C -2.370 -2.586 1.527
C -1.628 -3.525 0.684
C -1.958 -4.875 0.788
C -1.244 -5.805 0.072
C -0.186 -5.435 -0.750
C 0.145 -4.106 -0.871
C -0.577 -3.130 -0.173
O -0.239 -1.866 -0.348
N -1.601 -7.224 0.191
O -2.486 -7.518 0.970
O -0.919 -8.026 -0.415
H -3.191 -3.039 2.113
H -2.764 -5.196 1.435
H 0.364 -6.200 -1.278
H 0.983 -3.779 -1.472
C 8.182 1.445 0.625
C 6.836 0.817 0.385
C 6.001 0.487 1.440
C 4.762 -0.115 1.237
C 3.910 -0.465 2.428
C 4.360 -0.400 -0.064
C 5.184 -0.077 -1.150
C 4.750 -0.374 -2.560
C 6.406 0.531 -0.907
C 3.028 -1.053 -0.352
O 2.942 -2.226 -0.662
O 2.023 -0.221 -0.268
H 8.224 1.929 1.600
H 8.412 2.190 -0.137
H 8.972 0.691 0.594
H 6.315 0.707 2.456
H 4.258 -1.391 2.891
H 2.867 -0.604 2.151
H 3.966 0.321 3.184
H 3.812 0.132 -2.801
H 4.585 -1.444 -2.698
H 5.503 -0.044 -3.275
H 7.041 0.790 -1.749
S -0.267 0.079 -4.884
C 0.961 -1.004 -4.389
C 1.118 -0.940 -3.046
N 0.288 -0.045 -2.408
C -0.495 0.544 -3.265
H 1.488 -1.629 -5.090
H 1.794 -1.542 -2.460
H -1.259 1.249 -2.985

For the HOMO-LUMO gap, the calculation gives 0.2769 Eh. The value obtained for the max |F| is 0.0169 hartree/bohr. Its energy above the lowest of the compared OMol25 structures with the same formula, charge and spin is 0.0 kcal/mol. The HOMO energy comes out at -8.4 eV.

---

No. 2
A structure of composition C26H36IrN9, computed with ωB97M-V/def2-TZVPD.

Positions of all 72 atoms, in Å:
Ir 0.180 -1.190 -0.098
N 2.126 -1.500 -0.957
C 3.264 -2.263 -0.358
C 3.284 -1.950 1.114
N 1.937 -2.177 1.641
C 1.525 -3.571 1.874
C 0.674 -4.124 0.748
N -0.436 -3.169 0.482
H 1.937 -1.871 -1.887
H 2.432 -0.538 -1.115
H 4.194 -1.968 -0.843
H 3.117 -3.324 -0.551
H 3.544 -0.904 1.284
H 4.022 -2.568 1.633
H 1.782 -1.623 2.472
H 0.957 -3.602 2.805
H 2.403 -4.208 2.013
H 0.278 -5.099 1.034
H 1.233 -4.250 -0.177
H -0.976 -3.075 1.343
H -1.077 -3.587 -0.189
N -1.907 4.748 -8.201
C -1.638 4.085 -7.304
C -1.300 3.255 -6.176
C -2.256 2.402 -5.633
C -1.927 1.593 -4.561
C -0.651 1.658 -3.999
C 0.300 2.521 -4.545
C -0.019 3.306 -5.639
C -0.310 0.812 -2.840
C 0.193 1.425 -1.690
C 0.455 2.798 -1.476
C 1.082 2.922 -0.251
C 1.165 1.639 0.286
N 0.631 0.731 -0.550
C -0.471 -0.591 -2.988
C -0.761 -1.275 -4.169
C -0.735 -2.648 -3.902
C -0.425 -2.784 -2.566
N -0.266 -1.555 -1.988
H -3.251 2.376 -6.056
H -2.676 0.931 -4.144
H 1.305 2.553 -4.142
H 0.721 3.958 -6.082
H 0.209 3.588 -2.165
H 1.443 3.826 0.213
H 1.580 1.347 1.239
H -0.938 -0.805 -5.123
H -0.901 -3.455 -4.596
H -0.268 -3.707 -2.032
N -1.861 -0.612 -0.064
H -1.906 0.344 -0.426
H -2.295 -0.609 0.857
H -2.427 -1.186 -0.688
N -0.154 -0.571 1.929
C -0.241 0.153 2.848
N -0.334 0.939 3.847
C -1.266 2.115 3.836
C -2.237 2.009 4.999
C -1.492 1.831 6.320
C -0.586 0.603 6.278
C 0.403 0.691 5.129
H -1.765 2.141 2.868
H -0.637 3.003 3.922
H -2.918 1.170 4.832
H -2.843 2.915 5.014
H -2.206 1.735 7.136
H -0.896 2.724 6.531
H -1.185 -0.307 6.175
H -0.018 0.508 7.203
H 0.988 -0.221 5.011
H 1.089 1.531 5.256

Its expectation value of S² is 0.757. For the HOMO-LUMO gap (spin up / spin down), the calculation gives 0.2425 / 0.1666 Eh. The value obtained for the max |F| is 0.0098 hartree/bohr. Its energy above the lowest of the compared OMol25 structures with the same formula, charge and spin is 0.0 kcal/mol. As for the charge: +3. The HOMO energy (spin up / spin down) comes out at -16.3 / -16.3 eV. The multiplicity is 2.

---

No. 3
A structure of composition C31H11F15GeN3O5PdS2 at a distorted geometry, computed with ωB97M-V/def2-TZVPD.

Positions of all 69 atoms, in Å:
Pd -0.304 -1.123 -0.454
O -1.106 3.415 3.799
C -1.040 2.396 2.941
C -0.516 1.138 3.279
C -0.450 0.191 2.296
N -0.838 0.436 1.052
C -1.418 1.579 0.742
C -1.539 2.600 1.649
C -2.072 1.557 -0.677
O -2.424 2.631 -1.131
O -2.123 0.361 -1.113
C -0.023 -1.237 2.426
O 0.825 -1.564 3.239
O -0.608 -2.001 1.543
H -0.743 3.200 4.664
H -0.172 0.900 4.279
H -2.014 3.536 1.386
C -0.834 -5.039 -4.525
C 0.288 -4.274 -3.803
C -0.232 -3.295 -2.857
N -0.654 -2.524 -2.124
H -0.392 -5.752 -5.217
H -1.468 -4.353 -5.084
H -1.452 -5.587 -3.814
H 0.905 -3.743 -4.529
H 0.931 -4.959 -3.249
S -0.105 1.726 -4.021
C 1.183 2.093 -2.951
C 1.241 1.180 -1.960
N 0.280 0.197 -2.069
C -0.502 0.369 -3.103
H 1.827 2.943 -3.113
H 1.945 1.172 -1.143
H -1.344 -0.264 -3.333
F 5.301 -1.166 0.703
C 5.296 -2.363 0.100
C 4.261 -3.250 0.386
C 4.261 -4.458 -0.299
F 3.274 -5.334 -0.115
C 5.258 -4.781 -1.197
F 5.232 -5.942 -1.840
C 6.284 -3.884 -1.437
F 7.236 -4.190 -2.295
C 6.304 -2.659 -0.793
F 7.272 -1.788 -1.044
Ge 2.893 -2.616 1.681
S 2.028 -1.058 0.262
C 3.909 -1.885 3.170
C 3.748 -0.608 3.675
F 2.932 0.254 3.053
C 4.430 -0.195 4.800
F 4.255 1.031 5.281
C 5.299 -1.069 5.429
F 5.939 -0.686 6.518
C 5.509 -2.339 4.918
F 6.364 -3.162 5.509
C 4.815 -2.725 3.792
F 5.014 -3.944 3.273
C 1.772 -4.148 2.168
C 1.699 -4.670 3.449
F 2.499 -4.207 4.408
C 0.779 -5.647 3.776
F 0.733 -6.141 5.008
C -0.114 -6.098 2.823
F -1.010 -7.014 3.139
C -0.078 -5.578 1.541
F -0.954 -5.973 0.620
C 0.862 -4.623 1.246
F 0.861 -4.087 0.011

For the HOMO-LUMO gap (spin up / spin down), the calculation gives 0.1804 / 0.1825 Eh. The value obtained for the max |F| is 0.0799 hartree/bohr. Its energy above the lowest of the compared OMol25 structures with the same formula, charge and spin is 82.3 kcal/mol. As for the charge: +1. The HOMO energy (spin up / spin down) comes out at -11.9 / -11.9 eV.

---

No. 4
The ion C3H4NO3 with charge -1 at a distorted geometry, computed with ωB97M-V/def2-TZVPD.

Positions of all 11 atoms, in Å:
C 0.598 2.631 -1.105
C -0.156 -0.879 0.365
C 0.489 0.255 -0.228
N -0.314 1.536 -0.639
O -0.006 3.383 -1.838
O 1.751 2.581 -0.752
O 0.425 -0.936 -0.942
H 0.392 -1.446 1.241
H -1.302 -0.882 0.340
H 1.428 0.866 -0.005
H -1.007 1.284 -1.236

For the HOMO-LUMO gap, the calculation gives 0.3007 Eh. The value obtained for the max |F| is 0.1156 hartree/bohr. Its energy above the lowest of the compared OMol25 structures with the same formula, charge and spin is 70.7 kcal/mol. As for the charge: -1. The HOMO energy comes out at -4.3 eV. As for the structure (SMILES): O=C([O-])N[C@H]1CO1.

---

No. 5
A cluster of 18 separate species, H35O18 in total at a distorted geometry, computed with ωB97M-V/def2-TZVPD.

Positions of all 53 atoms, in Å:
O 0.876 1.280 -3.104
H 1.205 0.369 -3.027
H -0.635 2.291 0.447
O 1.923 -3.791 2.435
H 2.256 -3.432 1.598
O 2.564 4.346 -1.128
H 2.535 3.970 -2.025
H 2.572 3.460 -0.713
O -1.750 1.089 -1.687
H 3.196 0.770 1.339
H -1.112 0.493 -1.234
O -0.982 -0.395 5.990
H -0.381 -0.888 5.485
H -1.079 0.533 5.857
O 1.168 5.102 1.286
H 1.796 5.235 0.577
H 1.404 4.202 1.563
O 4.661 -2.597 -2.467
H 4.224 -2.918 -1.666
H 5.513 -2.553 -1.995
O -2.857 -2.865 -1.885
H 2.256 -1.767 4.129
H -4.504 -1.656 0.305
O 0.641 -1.586 -2.241
H 0.282 -1.060 -1.512
H 0.137 -2.407 -2.192
O -0.898 3.195 -4.131
H -0.080 2.703 -4.272
H -1.193 4.055 -4.099
O -0.051 -0.142 0.020
H -0.409 0.098 2.448
H 0.806 -0.434 0.338
O -0.581 -0.556 3.161
H -0.929 -1.368 2.767
H -1.162 1.847 -1.405
O -5.216 -1.959 0.865
H 1.004 -3.966 2.201
H -6.027 -1.477 0.716
O 0.291 2.328 0.175
H -3.064 -2.574 -0.979
H 0.190 1.262 0.185
O 3.357 -0.195 1.324
H -0.067 1.323 -2.709
H 2.979 -0.331 2.224
O 2.353 -0.852 3.889
H -2.747 -2.040 -2.379
H 1.637 -0.397 3.439
O -1.114 -2.575 0.468
H -0.572 -1.765 0.495
H -1.013 -2.985 -0.395
O -4.828 0.302 -2.674
H -4.667 1.239 -2.876
H -3.908 0.041 -2.932

For the HOMO-LUMO gap, the calculation gives 0.3503 Eh. The value obtained for the max |F| is 0.0852 hartree/bohr. Its energy above the lowest of the compared OMol25 structures with the same formula, charge and spin is 34.4 kcal/mol. As for the charge: -1. The HOMO energy comes out at -7.2 eV.

---

No. 6
A cluster of 2 separate species, C3H9NO in total at a distorted geometry, computed with ωB97M-V/def2-TZVPD.

Positions of all 14 atoms, in Å:
C -0.533 -1.610 -1.472
C 0.200 -1.178 -0.430
N -0.141 0.131 0.143
C 0.018 0.027 1.637
H -1.358 -1.077 -1.947
H 0.033 -2.418 -1.947
H 1.024 -1.601 0.010
H -1.077 0.450 -0.141
H 1.002 0.588 1.880
H -0.661 0.787 2.141
H -0.264 -0.971 1.998
H 0.265 2.425 0.031
H 0.639 1.815 -1.164
O 0.853 2.631 -0.738

For the HOMO-LUMO gap, the calculation gives 0.3563 Eh. The value obtained for the max |F| is 0.1214 hartree/bohr. Its energy above the lowest of the compared OMol25 structures with the same formula, charge and spin is 56.6 kcal/mol. The HOMO energy comes out at -8.8 eV. As for the structure (SMILES): C=CNC.O.